1.
This record from the Open Molecules 2025 dataset describes 7 unconnected molecules or ions with the total composition C14H34N13O10PS in a non-equilibrium geometry. The level of theory is ωB97M-V/def2-TZVPD.

Values from the calculation:
- Spin multiplicity: 1
- Frontier orbital gap: 7.452 eV
- F_max: 0.0686 Eh/bohr
- SMILES: CN(C)C(=O)CC1=C([PH2]=S)C(=O)OC1=O.NC(N)=O.NC(N)=O.NC(N)=O.NC(N)=O.NC(N)=O.NC(N)=O

Cartesian coordinates (Å):
C1 -2.49217 1.99007 -1.91314
N1 -3.10124 1.08280 -0.91387
C2 -4.02907 1.75669 0.01341
C3 -2.13948 0.27001 -0.24393
O1 -2.22569 -0.90596 -0.34041
C4 -0.91412 0.76931 0.60498
C5 -0.86323 2.25121 1.01960
C6 -1.47833 2.93440 2.00814
P1 -2.67347 2.29666 3.24977
S1 -4.39444 3.20652 3.16090
C7 -0.91853 4.35394 1.88286
O2 -1.20790 5.23765 2.59852
O3 -0.00054 4.47435 0.85276
C8 0.07838 3.22522 0.26544
O4 0.75151 2.88422 -0.61496
H1 -1.41282 2.18589 -1.76916
H2 -2.61310 1.50493 -2.90450
H3 -3.11895 2.91730 -1.96732
H4 -3.86996 2.84944 0.09111
H5 -4.07353 1.26227 1.00395
H6 -5.05363 1.63096 -0.40609
H7 -0.95700 0.18907 1.55300
H8 0.03433 0.46068 0.12666
H9 -2.76949 0.88416 3.07271
H10 -2.09734 2.54892 4.52739
N2 -1.53375 -3.69330 0.59706
C9 -0.68553 -3.61815 1.65487
N3 0.05092 -4.73582 1.88416
O5 -0.58781 -2.61088 2.35137
H11 -1.62821 -4.50266 0.01244
H12 -2.09079 -2.87606 0.40284
H13 0.69241 -4.70725 2.65593
H14 -0.00487 -5.56809 1.32639
N4 0.72923 0.04064 -4.17092
C10 -0.02315 0.75855 -5.05582
N5 0.02890 0.31658 -6.34661
O6 -0.68959 1.71860 -4.71840
H15 1.28424 -0.75363 -4.42658
H16 0.71449 0.33731 -3.21131
H17 -0.51300 0.82085 -7.02478
H18 0.57075 -0.47195 -6.64491
N6 1.79198 -5.35944 -2.71775
C11 1.75987 -5.10144 -1.37616
N7 2.52100 -4.05748 -0.97246
O7 1.08827 -5.76564 -0.59838
H19 2.33348 -4.82928 -3.37315
H20 1.23742 -6.12706 -3.05059
H21 2.51425 -3.83654 0.00813
H22 3.08135 -3.49782 -1.58745
N8 4.26738 -0.26321 1.33625
C12 4.23841 -0.70118 0.05141
N9 4.23051 0.28306 -0.89522
O8 4.21940 -1.88907 -0.23553
H23 4.28376 0.70490 1.59502
H24 4.27143 -0.96510 2.06176
H25 4.20946 -0.00501 -1.85619
H26 4.24493 1.26246 -0.68123
N10 4.80592 -5.24068 3.89093
C13 4.08416 -4.10180 4.08845
N11 2.88881 -4.27946 4.72252
O9 4.47643 -3.00676 3.72514
H27 4.50206 -6.15080 4.18079
H28 5.69076 -5.14677 3.42566
H29 2.32919 -3.46057 4.88396
H30 2.54757 -5.17074 5.02963
N12 -3.24603 6.57185 0.41478
C14 -3.37150 6.27185 -0.90224
N13 -3.29972 7.32597 -1.76371
O10 -3.52895 5.11955 -1.26593
H31 -3.10240 7.49797 0.77137
H32 -3.29050 5.80364 1.06221
H33 -3.38632 7.12359 -2.74335
H34 -3.16681 8.27555 -1.47218

2.
This record from the Open Molecules 2025 dataset describes 2 unconnected molecules or ions with the total composition C14H34N5 in a non-equilibrium geometry. The level of theory is ωB97M-V/def2-TZVPD.

Values from the calculation:
- Spin multiplicity: 1
- Total charge: +1
- Frontier orbital gap: 5.135 eV
- F_max: 0.0991 Eh/bohr

Cartesian coordinates (Å):
N1 1.18546 -3.10754 0.19054
C1 0.06536 -3.24383 1.15853
C2 -1.32295 -2.74634 0.53418
C3 -2.42902 -3.00966 1.63530
C4 -3.57603 -1.92832 1.70199
C5 -3.07864 -0.43060 1.64376
C6 -1.76443 -0.13838 2.47378
C7 -1.21958 1.19154 1.78556
N2 -0.05989 1.45358 2.70705
C8 -0.67396 1.19982 3.98322
N3 -0.08822 1.69259 5.09809
N4 -1.88883 0.39930 3.87383
H1 1.54515 -2.15244 0.26810
H2 1.94430 -3.70698 0.53217
H3 0.34380 -2.61904 2.07213
H4 -0.09569 -4.28882 1.53032
H5 -1.46446 -3.32386 -0.41439
H6 -1.16097 -1.66523 0.27514
H7 -1.92409 -3.21196 2.62355
H8 -2.93083 -3.98579 1.35453
H9 -4.08529 -2.06062 2.70817
H10 -4.39672 -2.10027 0.94447
H11 -2.81409 -0.22343 0.56093
H12 -3.90694 0.30290 1.87710
H13 -0.88776 -0.84152 2.35769
H14 -0.99194 1.10790 0.69603
H15 -2.06393 1.91760 2.00336
H16 0.15533 2.45052 2.57586
H17 0.74685 1.24763 5.47058
H18 -0.46131 2.55332 5.49849
H19 -1.58222 -0.40546 4.45371
C9 0.57778 2.70140 -4.64897
C10 0.75920 2.24008 -3.20869
N5 1.16412 0.84628 -3.09085
C11 1.05302 0.32740 -1.73616
C12 1.94996 0.94602 -0.66118
C13 2.37374 0.46552 -3.81030
C14 3.66542 1.21943 -3.48615
H20 -0.11395 2.04949 -5.18623
H21 0.16596 3.71267 -4.66393
H22 1.52483 2.72770 -5.19112
H23 -0.20517 2.36843 -2.70531
H24 1.46592 2.91537 -2.70720
H25 1.21637 -0.75505 -1.75072
H26 0.00971 0.44774 -1.41448
H27 2.98467 0.61855 -0.75942
H28 1.60917 0.62525 0.33054
H29 1.92503 2.03759 -0.67479
H30 2.18044 0.57309 -4.88150
H31 2.54835 -0.60675 -3.67707
H32 3.51753 2.29986 -3.43936
H33 4.40665 1.02598 -4.26628
H34 4.10278 0.88732 -2.54462

3.
This record from the Open Molecules 2025 dataset describes a molecular structure, C14H35AlBr3CaCsKN5O7P in a non-equilibrium geometry. The level of theory is ωB97M-V/def2-TZVPD.

Values from the calculation:
- Spin multiplicity: 1
- Total charge: +3
- Frontier orbital gap: 3.105 eV
- F_max: 0.0887 Eh/bohr

Cartesian coordinates (Å):
C1 -3.09317 -0.55097 -2.88002
C2 -2.18577 0.60429 -3.18681
N1 -1.00376 0.17177 -3.92071
C3 -0.12469 -0.41409 -2.92238
N2 -0.79794 -0.99795 -1.70442
C4 0.25768 -1.04824 -0.65614
C5 -0.19985 -1.48146 0.81081
N3 -0.52785 -0.43161 1.70499
C6 0.95036 0.36850 -0.84416
Br1 -0.25591 1.86817 -0.51053
C7 2.21811 0.73443 0.01145
C8 3.24350 -0.41474 0.26202
C9 4.76166 0.10692 -0.13987
N4 5.22075 1.45419 0.24771
O1 5.55564 -0.54070 -0.73413
C10 1.20720 0.25376 -2.39623
P1 1.93474 1.63739 -3.35505
N5 1.93996 3.12546 -2.70499
H1 -2.98696 -0.74401 -1.82377
H2 -2.82744 -1.47442 -3.38230
H3 -4.13390 -0.32820 -3.03213
H4 -2.73902 1.36049 -3.72032
H5 -1.92892 1.04857 -2.23613
H6 -0.63694 0.93020 -4.47241
H7 0.27081 -1.30025 -3.41712
H8 -1.05018 -1.96639 -1.87661
H9 -1.57004 -0.45917 -1.23235
H10 0.95503 -1.86492 -1.01542
H11 -1.07490 -2.12735 0.77941
H12 0.59916 -2.09567 1.28455
H13 -1.32268 0.10037 1.35904
H14 0.23414 0.20720 1.86937
H15 2.73083 1.50939 -0.54251
H16 1.91228 1.20810 0.92925
H17 2.97736 -1.37858 -0.22099
H18 3.28375 -0.61195 1.38718
H19 5.10781 1.99432 -0.60560
H20 4.57306 1.90283 0.90995
H21 1.94554 -0.53649 -2.52198
H22 1.34807 1.71269 -4.62338
H23 3.25764 1.25128 -3.58406
H24 2.94720 3.35836 -2.66773
C11 -3.80625 -0.81980 0.37891
O2 -4.70679 -0.25239 -0.25339
O3 -2.49808 -0.63450 0.11811
O4 -4.07205 -1.67758 1.33240
Ca1 2.16698 -3.09741 0.66536
Br2 0.14448 4.86593 -2.68644
Cs1 5.26407 -3.06741 -1.32631
O5 4.55644 -7.74732 -0.32038
H25 5.36803 -8.26276 -0.27093
H26 3.91457 -8.28188 0.15744
Br3 -1.40447 5.12702 -4.55123
K1 5.10318 0.79371 2.45848
C12 -4.10673 -1.88496 4.29749
O6 -3.78307 -1.09829 5.22168
H27 -3.98259 -1.43362 3.21151
H28 -3.53557 -2.83565 4.21796
H29 -5.17658 -2.20922 4.24813
Al1 2.13953 4.69671 -1.28827
C13 -2.04594 2.81658 5.09054
C14 -3.13266 2.18385 4.24237
O7 -2.75989 2.17569 2.85814
H30 -1.85635 3.83915 4.76321
H31 -2.32775 2.83158 6.14287
H32 -1.10675 2.26429 4.98977
H33 -4.05963 2.74472 4.32821
H34 -3.32006 1.15367 4.56088
H35 -1.94844 1.66837 2.78804

4.
This record from the Open Molecules 2025 dataset describes a molecular structure, C14H35BaN2O4Se2Si2Te. The level of theory is ωB97M-V/def2-TZVPD.

Values from the calculation:
- Relative energy (zero: lowest compared OMol25 entry of this formula, charge and spin): 6.97 kcal/mol
- Spin multiplicity: 1
- Total charge: -1
- Frontier orbital gap: 6.512 eV
- F_max: 0.0052 Eh/bohr

Cartesian coordinates (Å):
Ba1 -1.06958 1.79298 0.82275
O1 0.86514 0.40881 5.54385
C1 -0.44244 0.39166 4.96320
C2 -0.64389 -0.75284 3.96916
C3 -0.35216 -2.08953 4.68944
O2 1.00622 -2.29471 5.02676
C4 0.27415 -0.68419 2.71397
Se1 1.50503 0.85856 2.42594
C5 -2.13108 -0.84492 3.57729
Se2 -3.14002 0.77786 3.02872
H1 1.44165 0.75203 4.83806
H2 -0.65426 1.34784 4.48467
H3 -1.14955 0.27276 5.78771
H4 -0.64360 -2.91511 4.03137
H5 -0.98300 -2.14567 5.58772
H6 1.30312 -1.45028 5.39728
H7 -0.35962 -0.79226 1.82274
H8 0.92694 -1.55334 2.71108
H9 -2.68626 -1.23941 4.43094
H10 -2.22858 -1.57710 2.77404
N1 -3.62312 2.08808 -0.68412
N2 -3.54380 3.14122 -1.62042
C6 -2.37716 3.95551 -1.63462
O3 -2.48292 5.06272 -2.14797
O4 -1.32965 3.41184 -1.14567
H11 -3.97683 1.25680 -1.14310
H12 -4.25049 2.30662 0.08460
H13 -4.38177 3.68630 -1.75774
C7 -1.64747 -2.69483 -0.55850
Si1 0.00376 -2.72002 -1.45150
C8 1.39664 -2.26626 -0.29659
C9 0.28917 -4.44892 -2.12772
C10 -0.04813 -1.52785 -2.90950
Te1 -0.97912 0.33922 -2.40893
C11 0.35530 1.65159 -3.43109
Si2 2.06787 1.93701 -2.71759
C12 3.07638 0.35450 -2.65113
C13 1.95709 2.67313 -1.00739
C14 2.90881 3.14513 -3.88718
H14 -1.64762 -3.41332 0.26482
H15 -2.46870 -2.95595 -1.23085
H16 -1.87264 -1.71710 -0.12582
H17 1.38837 -2.91814 0.58013
H18 1.34436 -1.23657 0.06798
H19 2.36455 -2.39056 -0.79145
H20 0.34087 -5.17871 -1.31625
H21 1.22743 -4.50249 -2.68480
H22 -0.51731 -4.75145 -2.79966
H23 -0.58860 -1.95132 -3.75705
H24 0.95820 -1.28006 -3.24649
H25 -0.17605 2.60570 -3.41276
H26 0.39428 1.30573 -4.46642
H27 2.67029 -0.34144 -1.91295
H28 4.09915 0.58884 -2.34421
H29 3.12738 -0.15143 -3.61809
H30 1.74062 1.91061 -0.25123
H31 1.19460 3.45307 -0.97578
H32 2.91955 3.11017 -0.72535
H33 2.97914 2.74022 -4.89945
H34 3.92082 3.37787 -3.54658
H35 2.34853 4.08137 -3.93827